{
  "formula": "C42H46ClI2N5O4SV",
  "method": "wB97M-V/def2-TZVPD",
  "symbols": ["V", "O", "C", "C", "C", "C", "N", "C", "C", "C", "C", "C", "C", "O", "C", "C", "N", "H", "H", "H", "H", "H", "H", "H", "H", "H", "H", "H", "H", "Cl", "C", "C", "C", "I", "C", "O", "C", "N", "C", "C", "C", "C", "H", "H", "H", "H", "C", "C", "C", "C", "C", "C", "C", "C", "N", "C", "C", "C", "C", "H", "H", "H", "H", "H", "H", "H", "H", "H", "H", "H", "H", "H", "H", "H", "H", "H", "H", "I", "C", "C", "C", "C", "N", "C", "H", "H", "H", "H", "O", "S", "C", "C", "C", "C", "H", "H", "H", "H", "H", "H", "H", "H"],
  "positions_angstrom": [[-0.465, 0.615, -1.865], [-3.236, -5.669, -1.923], [-3.365, -4.786, -0.790], [-2.611, -3.532, -1.075], [-2.600, -2.573, -0.046], [-1.791, -1.434, -0.136], [-1.207, -1.155, -1.342], [-1.160, -2.149, -2.312], [-1.835, -3.359, -2.198], [-0.268, -1.803, -3.437], [0.299, -2.777, -4.285], [1.216, -2.398, -5.314], [2.016, -3.417, -6.098], [1.208, -4.353, -6.710], [1.494, -0.994, -5.336], [0.936, -0.081, -4.495], [0.028, -0.448, -3.531], [-3.883, -6.378, -1.723], [-2.968, -5.172, 0.164], [-4.415, -4.554, -0.640], [-3.209, -2.749, 0.820], [-1.631, -0.769, 0.675], [-1.863, -4.061, -3.039], [-0.023, -3.775, -4.187], [2.751, -3.852, -5.354], [2.649, -2.876, -6.852], [1.745, -4.972, -7.265], [2.269, -0.729, -6.035], [1.170, 0.955, -4.608], [-2.935, 3.054, 7.116], [-2.999, 2.569, 5.501], [-3.491, 1.313, 5.194], [-3.153, 0.671, 4.022], [-4.166, -1.137, 3.767], [-2.167, 1.383, 3.121], [-1.395, 0.694, 2.450], [-2.045, 2.881, 3.220], [-1.678, 3.541, 2.116], [-1.559, 4.878, 2.303], [-1.801, 5.514, 3.485], [-2.332, 4.823, 4.568], [-2.449, 3.441, 4.486], [-4.084, 0.809, 5.939], [-1.253, 5.467, 1.449], [-1.712, 6.587, 3.591], [-2.574, 5.312, 5.483], [4.509, 1.185, -1.377], [4.224, 0.576, 0.011], [5.296, 0.469, 0.898], [5.262, -0.342, 2.065], [6.458, -0.603, 2.976], [4.111, -0.962, 2.387], [2.836, -0.661, 1.752], [2.846, 0.180, 0.418], [1.764, -1.165, 2.169], [1.633, -2.427, 2.959], [1.948, -2.169, 4.416], [0.134, -2.725, 2.919], [2.385, -3.618, 2.333], [3.831, 0.911, -2.160], [5.525, 0.928, -1.623], [4.443, 2.287, -1.278], [6.198, 1.068, 0.589], [6.420, 0.047, 3.846], [7.381, -0.413, 2.400], [6.464, -1.616, 3.266], [4.018, -1.701, 3.132], [2.401, -0.551, -0.284], [1.276, -1.349, 4.770], [2.929, -1.787, 4.603], [1.755, -3.036, 5.017], [-0.445, -1.783, 2.970], [-0.075, -3.350, 3.765], [-0.171, -3.246, 2.052], [3.340, -3.800, 2.805], [2.570, -3.504, 1.263], [1.773, -4.511, 2.529], [3.515, 2.899, 2.317], [2.094, 2.687, 0.819], [1.531, 3.832, 0.323], [0.890, 3.856, -0.924], [0.717, 2.615, -1.538], [1.101, 1.430, -1.040], [1.682, 1.366, 0.348], [1.743, 4.729, 0.889], [0.511, 4.711, -1.450], [0.228, 2.567, -2.557], [0.896, 0.957, 0.968], [-1.946, 1.899, -2.196], [-3.398, 1.431, -1.606], [-4.313, 0.953, -3.057], [-4.494, 2.281, -3.835], [-4.145, 3.520, -2.959], [-4.081, 3.098, -1.512], [-5.262, 0.508, -2.766], [-3.750, 0.113, -3.524], [-5.523, 2.386, -4.226], [-3.872, 2.233, -4.731], [-4.919, 4.307, -3.136], [-3.187, 3.978, -3.202], [-5.082, 3.078, -1.011], [-3.435, 3.685, -0.856]],
  "energy_ev": -125181.45713,
  "relative_energy_ev": 1.389,
  "homo_lumo_gap_ha": [0.1645, 0.1507],
  "lumo_energy_ev": [-0.72, -1.09],
  "multiplicity": 4,
  "s_squared": 3.7918,
  "e_homo_ev": [-5.20, -5.19],
  "total_charge": 0
}

***

{
  "formula": "C42H46FN6NaO12S2",
  "method": "wB97M-V/def2-TZVPD",
  "symbols": ["Na", "O", "S", "C", "C", "C", "C", "S", "O", "C", "C", "C", "C", "C", "C", "C", "C", "C", "C", "C", "C", "H", "H", "H", "H", "H", "H", "H", "H", "H", "H", "H", "H", "H", "H", "H", "H", "H", "H", "O", "C", "O", "C", "C", "C", "C", "C", "C", "O", "N", "O", "O", "N", "O", "O", "H", "H", "C", "N", "C", "C", "O", "N", "C", "C", "H", "H", "H", "H", "H", "H", "H", "H", "H", "H", "H", "H", "F", "C", "C", "C", "C", "C", "C", "C", "H", "H", "H", "H", "H", "H", "O", "C", "N", "C", "O", "C", "C", "C", "C", "N", "C", "H", "H", "H", "H", "H", "H", "H", "H"],
  "positions_angstrom": [[-0.137, -1.099, 1.282], [2.264, -0.298, 1.805], [2.818, -1.198, 2.860], [2.072, -0.715, 4.451], [2.361, 0.693, 4.963], [1.715, 1.818, 4.144], [0.266, 2.076, 4.559], [-0.880, 2.107, 3.159], [-0.510, 0.912, 2.365], [-0.226, 3.518, 2.270], [0.284, 3.298, 1.003], [0.608, 4.384, 0.202], [0.457, 5.673, 0.688], [-0.030, 5.885, 1.975], [-0.395, 4.806, 2.765], [4.471, -0.564, 3.189], [4.898, 0.581, 2.538], [6.179, 1.063, 2.775], [7.023, 0.400, 3.653], [6.592, -0.758, 4.291], [5.316, -1.247, 4.054], [2.425, -1.474, 5.154], [1.014, -0.925, 4.270], [3.441, 0.847, 5.016], [2.003, 0.748, 5.998], [1.744, 1.545, 3.088], [2.291, 2.737, 4.259], [0.128, 3.000, 5.125], [-0.131, 1.254, 5.162], [0.380, 2.286, 0.631], [0.916, 4.204, -0.820], [0.681, 6.517, 0.048], [-0.163, 6.893, 2.347], [-0.830, 4.966, 3.746], [4.215, 1.073, 1.856], [6.517, 1.960, 2.269], [8.022, 0.777, 3.835], [7.254, -1.285, 4.967], [4.978, -2.158, 4.534], [-1.502, -3.220, 3.723], [-0.602, -3.407, 2.893], [0.474, -2.747, 2.763], [-0.743, -4.578, 1.936], [-1.069, -5.798, 2.432], [-1.102, -6.940, 1.598], [-0.807, -6.831, 0.260], [-0.527, -5.587, -0.274], [-0.490, -4.361, 0.513], [-0.267, -3.233, 0.043], [-0.197, -5.583, -1.674], [-0.356, -4.562, -2.334], [0.244, -6.613, -2.175], [-1.429, -8.226, 2.140], [-1.478, -9.197, 1.389], [-1.674, -8.311, 3.339], [-1.303, -5.897, 3.483], [-0.801, -7.705, -0.373], [-3.389, -2.742, -0.883], [-3.660, -1.372, -1.305], [-3.790, -1.172, -2.746], [-3.077, -0.393, -0.533], [-2.327, -0.663, 0.399], [-3.379, 0.909, -0.879], [-2.601, 1.948, -0.235], [-4.731, 1.308, -1.209], [-4.081, -3.402, -1.407], [-3.549, -2.837, 0.190], [-2.363, -3.044, -1.102], [-3.435, -2.064, -3.258], [-3.171, -0.340, -3.080], [-4.825, -0.983, -3.051], [-1.608, 1.565, -0.039], [-3.052, 2.253, 0.720], [-2.529, 2.810, -0.900], [-5.282, 0.495, -1.668], [-4.704, 2.156, -1.897], [-5.272, 1.620, -0.305], [-3.404, 7.631, -3.209], [-2.618, 6.490, -3.159], [-3.207, 5.241, -3.259], [-2.429, 4.101, -3.211], [-0.997, 4.136, -3.051], [-0.221, 2.994, -2.960], [-0.457, 5.470, -2.978], [-1.246, 6.604, -3.026], [-4.283, 5.168, -3.381], [-2.905, 3.131, -3.308], [-0.662, 2.005, -3.017], [0.856, 3.064, -2.865], [0.620, 5.587, -2.893], [-0.798, 7.590, -2.966], [0.317, -4.452, -5.809], [0.166, -3.153, -6.305], [0.698, -2.123, -5.434], [-0.075, -1.635, -4.400], [-1.281, -1.768, -4.370], [0.677, -0.889, -3.346], [1.722, -0.020, -3.628], [2.343, 0.630, -2.578], [1.905, 0.374, -1.289], [0.925, -0.479, -0.998], [0.313, -1.091, -2.014], [-0.118, -4.525, -4.939], [-0.877, -2.899, -6.492], [0.722, -3.129, -7.243], [1.685, -2.187, -5.239], [2.019, 0.171, -4.652], [3.137, 1.344, -2.753], [2.371, 0.858, -0.437], [-0.474, -1.790, -1.764]],
  "energy_ev": -106613.61855,
  "relative_energy_ev": 0.443,
  "homo_lumo_gap_ha": 0.1413,
  "lumo_energy_ev": 3.24,
  "multiplicity": 1,
  "e_homo_ev": -0.61,
  "total_charge": -2
}